(1)
Molecular formula: C24H25BCl41NO5P2S
Method: DFT, wB97M-V/def2-TZVPD

Values from the calculation:
HOMO-LUMO gap	7.86	eV
LUMO energy	-0.01850	hartree
HOMO	-8.36	eV
largest force on an atom	1.40	eV Å⁻¹
structure (SMILES)	CCB(O)P(CNC)(C[C@@H](C)Cl)(OC(=O)c1ccccc1)P(O)(O)=S.ClC(Cl)(Cl)Cl.ClC(Cl)(Cl)Cl.ClC(Cl)(Cl)Cl.ClC(Cl)(Cl)Cl.ClC(Cl)(Cl)Cl.ClC(Cl)(Cl)Cl.ClC(Cl)(Cl)Cl.ClC(Cl)(Cl)Cl.ClC(Cl)(Cl)Cl.ClC(Cl)(Cl)Cl
charge	0

Last column: Mulliken charge in e.
Atoms and positions in Å:
C  -2.3416  -1.7072  5.4495  -1.31
C  -1.9834  -1.2796  4.0050  0.38
B  -0.4987  -0.8508  3.8429  -0.13
O  0.1490  -0.0753  4.7730  -0.91
P  0.5464  -1.4105  2.3109  2.68
C  -0.0520  -2.9092  1.4225  -1.31
N  0.7437  -3.1485  0.2444  -0.19
C  0.4607  -4.4100  -0.4350  -0.81
C  2.1898  -0.7719  1.8191  -2.37
C  2.6385  0.5666  2.4425  1.17
C  3.8089  0.4078  3.4083  -1.56
Cl  3.2215  1.6136  1.0923  -0.16
O  -0.3788  -0.4376  1.0939  -0.82
C  -1.1561  0.6200  1.3293  -0.35
O  -2.3644  0.5383  1.2106  -0.65
C  -0.5329  1.9461  1.6269  0.01
C  0.0953  2.5915  0.5814  0.53
C  0.6725  3.8391  0.7551  0.20
C  0.5703  4.4410  1.9983  -0.71
C  -0.0797  3.8145  3.0397  -0.82
C  -0.6313  2.5516  2.8669  -0.09
P  1.6254  -2.9094  3.7996  0.46
O  2.5607  -2.1582  4.9073  -0.55
O  0.4270  -3.6012  4.7008  -0.53
S  2.6527  -4.2813  2.9078  -0.40
H  -1.4835  -2.0505  6.0268  0.23
H  -3.1092  -2.4751  5.4317  0.14
H  -2.7714  -0.8603  5.9841  0.36
H  -2.6469  -0.4732  3.7000  0.38
H  -2.1362  -2.1465  3.3586  0.17
H  0.0215  -0.3567  5.6836  0.31
H  -0.1458  -3.7685  2.0972  0.77
H  -1.0587  -2.6283  1.1159  0.04
H  1.7284  -3.0335  0.4192  0.26
H  -0.3256  -4.9630  0.0748  0.25
H  1.3634  -5.0161  -0.4978  0.29
H  0.1412  -4.2220  -1.4607  0.24
H  2.1516  -0.6628  0.7379  0.77
H  2.9523  -1.5207  2.0248  0.81
H  1.8395  1.0801  2.9682  -0.29
H  4.5157  -0.3397  3.0599  0.36
H  3.4464  0.1687  4.4046  0.25
H  4.3220  1.3634  3.4895  0.51
H  0.1274  2.1035  -0.3803  0.56
H  1.1836  4.3228  -0.0625  -0.02
H  1.0010  5.4222  2.1397  0.41
H  -0.1388  4.3219  3.9912  0.41
H  -1.1526  2.0651  3.6775  0.52
H  2.2029  -2.0968  5.7967  0.32
H  0.3863  -3.2577  5.5983  0.33
Cl  1.3361  4.2470  -5.0864  0.10
C  0.4760  3.0266  -4.1510  0.12
Cl  -1.1339  2.7877  -4.8345  -0.08
Cl  1.3770  1.5091  -4.1883  -0.12
Cl  0.3002  3.5443  -2.4693  -0.08
Cl  -7.7703  -2.4938  2.6427  -0.10
C  -6.3588  -2.1632  3.6480  0.12
Cl  -6.8269  -1.1374  5.0085  -0.11
Cl  -5.6912  -3.6876  4.2483  0.01
Cl  -5.1181  -1.3653  2.6880  0.07
Cl  1.7316  6.5341  -9.9947  -0.07
C  2.4519  5.3243  -8.9378  0.28
Cl  3.9485  4.7212  -9.6417  -0.08
Cl  2.8332  6.0789  -7.3708  -0.06
Cl  1.3247  3.9915  -8.7020  -0.07
Cl  -2.2792  -2.7882  -5.8404  -0.10
C  -2.0831  -1.0871  -5.4108  0.17
Cl  -0.9344  -0.3206  -6.5110  -0.06
Cl  -3.6425  -0.2635  -5.5367  -0.09
Cl  -1.4939  -0.9683  -3.7509  0.10
Cl  -5.5530  -7.7939  2.5634  -0.10
C  -4.1796  -7.4854  3.6302  0.23
Cl  -4.7314  -6.5723  5.0415  -0.08
Cl  -3.4791  -9.0162  4.1481  -0.06
Cl  -2.9668  -6.5327  2.7714  0.00
Cl  8.7804  3.7949  -6.5148  -0.11
C  7.9710  4.4872  -7.9218  0.31
Cl  8.9221  5.8350  -8.5482  -0.10
Cl  7.8052  3.2511  -9.1747  -0.11
Cl  6.3678  5.0615  -7.4635  0.03
Cl  5.7151  6.6496  -1.7911  -0.11
C  4.3738  6.3042  -2.8855  0.18
Cl  3.5707  7.8125  -3.3334  -0.10
Cl  4.9931  5.5147  -4.3382  -0.03
Cl  3.2153  5.2384  -2.0889  0.03
Cl  0.8418  11.2182  -9.8900  -0.10
C  2.5300  10.7044  -9.8202  0.30
Cl  2.7020  9.4135  -8.6332  0.00
Cl  3.0262  10.1049  -11.4071  -0.10
Cl  3.5448  12.0757  -9.3661  -0.11
Cl  -7.4657  -10.9154  8.1445  -0.10
C  -6.0549  -10.5917  7.1348  0.33
Cl  -4.8572  -9.6857  8.0661  -0.10
Cl  -5.3477  -12.1192  6.6006  -0.10
Cl  -6.5339  -9.6442  5.7285  -0.04
Cl  -4.9604  -2.6147  -2.7687  -0.07
C  -4.0777  -3.3072  -1.4088  0.14
Cl  -3.2391  -2.0328  -0.5256  0.08
Cl  -5.2105  -4.1158  -0.3156  -0.08
Cl  -2.9077  -4.4842  -2.0146  -0.10

---

(2)
Molecular formula: C24H25CuN6O3S2
Method: DFT, wB97M-V/def2-TZVPD

Values from the calculation:
HOMO-LUMO gap	6.27	eV
LUMO energy	0.16079	hartree
HOMO	-1.89	eV
largest force on an atom	2.79	eV Å⁻¹
charge	-2

Last column: Mulliken charge in e.
Atoms and positions in Å:
Cu  0.7035  0.6943  0.8350  -0.17
C  1.9024  -2.3639  1.9130  -0.78
C  0.5140  -1.9142  2.4224  0.29
N  -0.4976  -1.9388  1.6141  -0.36
N  -1.7201  -1.3898  1.9715  -0.62
C  -2.1420  -0.4539  1.2168  0.66
S  -1.3627  0.2977  -0.0611  -0.43
S  -3.6130  0.2545  1.8708  -0.17
C  -4.0035  1.7438  0.8236  -1.65
C  -4.7482  1.5101  -0.4346  1.03
C  -4.0427  1.4859  -1.6773  -0.30
C  -4.7128  1.1104  -2.8631  -0.61
C  -6.0620  0.8377  -2.8115  -0.46
C  -6.7274  0.8685  -1.5994  -0.27
C  -6.1111  1.2698  -0.4052  -0.52
C  0.5648  -1.2932  3.7322  0.23
C  0.0551  -1.9703  4.8565  -0.55
C  0.0540  -1.3835  6.1585  -0.75
C  0.4261  -0.0420  6.2238  -0.20
C  0.8618  0.6488  5.0882  -0.53
C  0.8860  0.0964  3.8241  0.63
O  1.2006  0.8314  2.7909  -0.51
H  1.8548  -2.7482  0.8564  0.27
H  2.2660  -3.0640  2.6317  0.44
H  2.5329  -1.4565  1.9506  -0.25
H  -3.1035  2.2519  0.7173  0.62
H  -4.6433  2.3271  1.5562  0.41
H  -2.9608  1.5989  -1.6539  0.45
H  -4.1912  1.0264  -3.8038  0.41
H  -6.5382  0.4359  -3.7108  0.32
H  -7.8270  0.5733  -1.6942  0.22
H  -6.5932  1.3428  0.5703  0.35
H  -0.3678  -2.9186  4.7478  0.50
H  -0.2625  -1.9342  7.0462  0.35
H  0.2059  0.5788  7.1356  0.24
H  1.0477  1.7177  5.1714  0.34
C  -0.4034  -1.2015  -3.6834  -0.90
N  0.3555  -0.4326  -4.6304  -0.07
C  0.9015  0.8262  -4.0966  -0.92
C  0.0684  -0.5653  -5.8759  0.63
N  -0.1890  -0.5609  -7.0023  -0.61
H  -1.0974  -1.8873  -4.2059  0.36
H  -0.9999  -0.5562  -3.0696  0.25
H  0.2040  -1.7526  -2.9837  0.27
H  0.0773  1.4841  -3.8463  0.28
H  1.5180  1.2129  -4.8435  0.40
H  1.4693  0.5814  -3.2462  0.31
C  4.4718  0.2289  1.2950  -0.57
N  4.5419  0.3089  -0.1035  0.35
C  5.5942  -0.1904  -0.7804  0.00
C  5.7140  -0.0327  -2.0759  -0.73
C  4.6099  0.6508  -2.8372  0.51
O  4.7068  0.7408  -4.0627  -0.74
N  3.5525  1.1271  -2.1753  -0.56
C  3.4857  0.8567  -0.8548  0.34
O  2.4741  1.0395  -0.1303  -0.48
H  4.8139  -0.7354  1.6700  0.43
H  3.3901  0.2329  1.5871  -0.07
H  4.9493  1.0682  1.7901  0.27
H  6.3608  -0.7146  -0.2050  0.31
H  6.5854  -0.3599  -2.6430  0.34

---

(3)
Molecular formula: C24H25FN6O3S
Method: DFT, wB97M-V/def2-TZVPD

Values from the calculation:
HOMO-LUMO gap	8.82	eV
LUMO energy	0.02070	hartree
ΔE to the lowest compared entry with this formula, charge and spin	4.37	kJ/mol
HOMO	-8.26	eV
largest force on an atom	1.24	eV Å⁻¹
structure (SMILES)	CC(C)(C)NC(=O)[C@H](c1ccc(F)cc1)N(Cc1ccco1)C(=O)Cn1nnc(-c2cccs2)n1
charge	0

Last column: Mulliken charge in e.
Atoms and positions in Å:
C  4.2568  3.6409  -3.8118  -1.85
C  4.1854  3.1955  -2.3528  1.44
C  5.5562  2.7136  -1.8738  -1.69
C  3.6833  4.3415  -1.4711  -1.60
N  3.2321  2.0832  -2.2878  -0.05
C  2.8840  1.4168  -1.1744  -0.51
O  3.3278  1.6297  -0.0654  -0.68
C  1.8318  0.3324  -1.4691  -0.22
C  0.5388  0.9266  -1.9782  -0.39
C  0.0951  2.1690  -1.5402  0.23
C  -1.1221  2.6706  -1.9635  -0.91
C  -1.8895  1.9116  -2.8276  0.50
F  -3.0796  2.3928  -3.2390  -0.37
C  -1.4699  0.6751  -3.2841  -0.79
C  -0.2503  0.1879  -2.8530  -0.23
N  1.5955  -0.5129  -0.3029  0.45
C  0.9753  0.1073  0.8462  -2.22
C  -0.5205  0.1551  0.7304  1.84
C  -1.4498  0.9060  1.3855  -1.39
C  -2.7117  0.4930  0.8897  -0.67
C  -2.4551  -0.4724  -0.0300  -0.57
O  -1.1307  -0.6848  -0.1330  0.06
C  1.8963  -1.8213  -0.4236  1.37
O  2.3795  -2.2945  -1.4332  -0.68
C  1.6652  -2.7348  0.7964  -1.27
N  0.2927  -2.8621  1.1715  1.36
N  -0.5720  -3.6045  0.5283  -0.87
N  -1.7041  -3.4774  1.1162  -0.29
C  -1.5091  -2.6265  2.1498  0.32
C  -2.5416  -2.1812  3.0287  0.35
C  -3.8611  -2.5432  3.0027  -0.62
C  -4.6190  -1.8844  3.9875  -0.43
C  -3.8705  -1.0341  4.7408  -0.44
S  -2.2202  -1.0168  4.2683  -0.09
N  -0.2386  -2.2351  2.2012  -0.74
H  3.2799  3.9704  -4.1608  0.44
H  4.9531  4.4685  -3.9133  0.44
H  4.6006  2.8255  -4.4449  0.44
H  6.2771  3.5244  -1.9258  0.46
H  5.9060  1.8916  -2.4942  0.37
H  5.4866  2.3693  -0.8463  0.38
H  2.7021  4.6737  -1.8044  0.33
H  4.3718  5.1802  -1.5205  0.46
H  3.6125  4.0082  -0.4398  0.37
H  2.7898  1.8205  -3.1543  0.41
H  2.2488  -0.3438  -2.2269  0.73
H  0.6990  2.7491  -0.8586  0.55
H  -1.4825  3.6290  -1.6255  0.45
H  -2.0955  0.1094  -3.9559  0.48
H  0.0869  -0.7834  -3.1823  0.44
H  1.2504  -0.4291  1.7581  0.63
H  1.3687  1.1219  0.9422  0.56
H  -1.2603  1.6482  2.1326  0.64
H  -3.6718  0.8635  1.1839  0.58
H  -3.0914  -1.0725  -0.6482  0.43
H  2.2280  -2.3713  1.6590  0.32
H  2.0308  -3.7214  0.4984  0.36
H  -4.2498  -3.2541  2.2975  0.52
H  -5.6740  -2.0351  4.1299  0.43
H  -4.1901  -0.4127  5.5537  0.46